This record from the OMol25 dataset describes 5 unconnected molecules or ions with the total composition C43H102N4OP at a distorted geometry. The level of theory is ωB97M-V with the def2-TZVPD basis set.

* charge: -1
* HOMO energy: -0.1353 Ha
* relative energy (zero: lowest compared OMol25 entry of this formula, charge and spin): 350.2 kJ/mol
* LUMO energy: 2.35 eV

Each line ends with the Mulliken charge.
Cartesian coordinates (Å):
1 C -0.83 -0.47 3.86  -1.333
2 C -1.49 -0.98 2.71  -0.135
3 P -1.42 0.09 1.11  1.850
4 C -2.78 -0.90 0.21  -1.268
5 C -4.10 -1.22 1.01  0.187
6 C -5.04 -2.07 0.00  -0.406
7 C -5.63 -1.00 -1.05  -0.423
8 C -7.13 -1.28 -1.47  -0.828
9 C -7.74 -0.14 -2.40  -0.452
10 C -8.83 0.67 -1.55  -1.077
11 C -0.01 -1.08 0.44  -1.211
12 C 1.38 -0.44 0.88  0.191
13 C 2.64 -1.14 0.21  -0.462
14 C 2.68 -0.79 -1.36  -0.659
15 C 4.21 -0.63 -1.76  -0.319
16 C 4.46 0.95 -1.93  -0.016
17 C 5.97 1.34 -1.56  -1.257
18 C -2.65 1.42 1.78  -0.860
19 O -2.06 2.76 1.81  -0.409
20 C -2.36 3.47 0.62  0.498
21 C -3.51 4.55 0.76  -1.182
22 H -0.91 0.60 4.19  0.164
23 H -0.17 -1.22 4.40  0.202
24 H -1.98 -1.99 2.82  0.038
25 H -0.37 0.86 1.74  0.028
26 H -1.22 0.89 -0.10  -0.045
27 H -3.00 -0.34 -0.76  0.210
28 H -2.34 -1.90 -0.13  0.342
29 H -3.98 -1.89 1.91  -0.288
30 H -4.73 -0.34 1.31  0.205
31 H -5.93 -2.48 0.56  0.153
32 H -4.45 -2.87 -0.55  0.367
33 H -4.92 -0.96 -1.94  0.216
34 H -5.59 0.05 -0.61  0.188
35 H -7.75 -1.30 -0.53  0.335
36 H -7.16 -2.25 -2.04  0.311
37 H -6.95 0.56 -2.80  0.349
38 H -8.23 -0.66 -3.29  0.322
39 H -8.44 0.73 -0.50  0.301
40 H -9.84 0.17 -1.56  0.259
41 H -8.94 1.70 -1.98  0.318
42 H -0.12 -2.14 0.86  0.253
43 H -0.04 -1.12 -0.70  0.284
44 H 1.48 -0.45 2.01  -0.196
45 H 1.42 0.66 0.57  0.188
46 H 2.63 -2.26 0.32  0.258
47 H 3.57 -0.71 0.71  0.166
48 H 2.22 -1.61 -1.98  0.319
49 H 2.08 0.16 -1.50  0.358
50 H 4.93 -0.95 -0.94  0.446
51 H 4.51 -1.22 -2.68  -0.112
52 H 4.21 1.20 -3.00  0.240
53 H 3.81 1.52 -1.20  0.129
54 H 6.70 0.64 -2.08  0.272
55 H 6.17 2.41 -1.83  0.340
56 H 6.12 1.17 -0.45  0.305
57 H -3.05 1.09 2.79  0.364
58 H -3.57 1.51 1.10  0.084
59 H -1.41 4.04 0.34  -0.251
60 H -2.61 2.83 -0.27  0.272
61 H -3.46 5.21 -0.17  0.315
62 H -4.55 4.12 0.77  0.275
63 H -3.36 5.25 1.63  0.260
64 C -0.84 6.50 -1.41  -1.444
65 C 0.63 6.09 -1.33  -0.397
66 N 1.23 5.82 -2.63  0.159
67 C 2.53 5.17 -2.54  -0.708
68 C 3.67 5.96 -1.89  -0.991
69 C 1.13 6.88 -3.62  -0.719
70 C 1.72 8.24 -3.27  -0.982
71 H -1.43 5.74 -1.93  0.292
72 H -1.25 6.60 -0.40  0.408
73 H -0.98 7.46 -1.91  0.473
74 H 0.67 5.18 -0.73  0.508
75 H 1.18 6.86 -0.78  0.176
76 H 2.85 4.85 -3.53  0.318
77 H 2.41 4.24 -1.97  0.406
78 H 4.06 6.73 -2.57  0.235
79 H 4.51 5.29 -1.67  0.358
80 H 3.38 6.43 -0.95  0.273
81 H 0.07 7.03 -3.86  0.384
82 H 1.57 6.54 -4.56  0.355
83 H 1.48 8.55 -2.25  0.255
84 H 1.33 9.01 -3.94  0.370
85 H 2.81 8.25 -3.38  0.280
86 C 6.28 -4.57 -6.50  -1.510
87 C 5.39 -3.50 -5.88  -0.190
88 N 5.24 -2.31 -6.71  0.092
89 C 4.62 -1.19 -6.00  -0.733
90 C 3.17 -1.36 -5.54  -0.965
91 C 4.76 -2.52 -8.07  -0.707
92 C 3.41 -3.22 -8.25  -0.967
93 H 7.27 -4.17 -6.75  0.341
94 H 6.42 -5.39 -5.80  0.442
95 H 5.84 -4.99 -7.41  0.308
96 H 5.85 -3.21 -4.93  0.357
97 H 4.42 -3.95 -5.63  0.241
98 H 4.69 -0.29 -6.61  0.296
99 H 5.23 -0.97 -5.11  0.402
100 H 2.47 -1.27 -6.37  0.329
101 H 2.92 -0.57 -4.83  0.364
102 H 3.00 -2.31 -5.03  0.239
103 H 5.52 -3.11 -8.60  0.407
104 H 4.74 -1.57 -8.60  0.337
105 H 3.29 -4.08 -7.59  0.244
106 H 3.33 -3.58 -9.28  0.377
107 H 2.58 -2.53 -8.08  0.285
108 C -4.06 -8.32 4.09  -1.436
109 C -4.13 -6.81 4.31  -0.313
110 N -4.04 -6.03 3.08  0.151
111 C -3.84 -4.61 3.31  -0.649
112 C -4.96 -3.84 4.02  -1.080
113 C -5.01 -6.36 2.04  -0.591
114 C -6.50 -6.25 2.40  -1.003
115 H -3.15 -8.59 3.55  0.329
116 H -4.04 -8.83 5.06  0.438
117 H -4.93 -8.69 3.54  0.294
118 H -3.29 -6.54 4.95  0.432
119 H -5.04 -6.58 4.88  0.266
120 H -3.62 -4.11 2.36  0.352
121 H -2.92 -4.49 3.91  0.342
122 H -5.80 -3.65 3.35  0.136
123 H -4.58 -2.86 4.34  0.458
124 H -5.32 -4.35 4.91  0.353
125 H -4.82 -7.39 1.71  0.379
126 H -4.81 -5.75 1.16  0.311
127 H -6.73 -6.67 3.38  0.246
128 H -7.09 -6.80 1.66  0.389
129 H -6.84 -5.22 2.37  0.248
130 C 5.22 1.85 7.56  -1.445
131 C 4.79 1.80 6.10  -0.316
132 N 3.64 0.95 5.85  0.135
133 C 3.41 0.70 4.43  -0.723
134 C 3.04 1.89 3.55  -0.563
135 C 2.45 1.23 6.63  -0.603
136 C 1.84 2.63 6.52  -0.947
137 H 5.42 0.85 7.95  0.329
138 H 6.13 2.44 7.66  0.440
139 H 4.46 2.32 8.19  0.297
140 H 5.65 1.42 5.53  0.431
141 H 4.62 2.83 5.75  0.266
142 H 2.64 -0.08 4.32  0.256
143 H 4.32 0.25 4.01  0.361
144 H 2.00 2.19 3.70  0.054
145 H 3.13 1.61 2.49  0.103
146 H 3.68 2.75 3.71  0.374
147 H 2.68 1.04 7.68  0.370
148 H 1.68 0.50 6.39  0.295
149 H 2.60 3.42 6.56  0.256
150 H 1.16 2.80 7.36  0.391
151 H 1.26 2.75 5.61  0.218

This record from the OMol25 dataset describes a molecular structure, CH9O11STl at a distorted geometry. The level of theory is ωB97M-V with the def2-TZVPD basis set.

* spin multiplicity: 2
* charge: +1
* HOMO energy (spin up / spin down): -0.5068 / -0.5059 Ha
* LUMO energy (spin up / spin down): -9.93 / -10.05 eV

Each line ends with the natural charge from an NBO analysis.
Cartesian coordinates (Å):
1 Tl 0.22 -3.04 0.25  0.972
2 S -3.31 -1.18 0.94  2.494
3 O -4.49 -1.48 1.74  -0.519
4 O -3.64 -0.77 -0.40  -0.603
5 O -2.60 -0.11 1.58  -0.665
6 O -2.50 -2.37 0.91  -0.686
7 O -0.44 -0.12 0.31  -0.703
8 C 0.35 0.91 0.58  0.927
9 O 1.44 1.07 0.02  -0.434
10 O -0.13 1.63 1.45  -0.320
11 H -1.23 0.22 0.73  0.500
12 O 3.26 0.75 -2.15  -0.943
13 H 3.51 1.59 -2.53  0.476
14 H 2.74 0.98 -1.38  0.467
15 O 0.84 4.08 0.15  -0.917
16 H 0.94 3.51 -0.62  0.459
17 H 0.46 3.50 0.82  0.461
18 O 2.96 -2.03 0.97  -0.977
19 H 3.17 -1.12 0.76  0.495
20 H 3.43 -2.21 1.78  0.494
21 O -1.33 -1.42 -1.84  -0.946
22 H -1.93 -0.82 -1.39  0.469
23 H -1.74 -1.59 -2.68  0.498

This record from the OMol25 dataset describes 2 unconnected molecules or ions with the total composition C6H11NS at a distorted geometry. The level of theory is ωB97M-V with the def2-TZVPD basis set.

* charge: 0
* HOMO energy (spin up / spin down): -0.2905 / -0.2506 Ha
* relative energy (zero: lowest compared OMol25 entry of this formula, charge and spin): 431.3 kJ/mol
* LUMO energy (spin up / spin down): -0.68 / -1.43 eV

Each line ends with the natural charge from an NBO analysis.
Cartesian coordinates (Å):
1 C 0.44 -1.53 1.00  -0.363
2 C -2.01 1.99 0.42  0.018
3 C -0.41 -0.54 0.97  -0.284
4 C -1.17 -1.04 -1.40  -0.691
5 C 2.59 0.59 -0.17  -0.767
6 C -1.19 -0.14 -0.20  0.313
7 N -2.09 0.80 0.01  -0.381
8 S 1.31 1.84 -0.24  -0.216
9 H 1.21 -1.68 1.76  0.202
10 H 0.47 -2.32 0.35  0.176
11 H -2.97 2.61 0.60  0.192
12 H -1.08 2.43 0.41  0.192
13 H -0.20 0.08 1.84  0.232
14 H -1.89 -0.55 -2.09  0.243
15 H -1.41 -2.14 -1.30  0.245
16 H -0.11 -1.19 -1.64  0.257
17 H 3.55 1.02 -0.12  0.227
18 H 2.54 -0.16 -0.92  0.198
19 H 2.41 -0.07 0.75  0.206